No. 1
The following is a quantum chemistry calculation of 6 unconnected molecules or ions with the total composition C37H60BrF5INO21P2, from OMol25.

## Properties
- LUMO: 0.005 Eh
- SMILES: CCOCC[C@]1(P(O)O)[C@](CNC)(OCC)O[C@](CCCC(F)(F)C(F)(F)F)(P(O)I)[C@]1(CC)[C@H](Br)CC.O=C1OCCO1.O=C1OCCO1.O=C1OCCO1.O=C1OCCO1.O=C1OCCO1
- Frontier orbital gap: 8.66 eV
- F_max: 0.6 eV Å⁻¹

```
! wB97M-V def2-TZVPD RIJCOSX def2/J DEFGRID3
* xyz 0 1
C -4.6676 3.6150 0.6899
C -4.3825 2.2476 1.3255
O -3.1817 2.2411 2.0705
C -2.0314 2.1352 1.2447
C -0.8555 2.2674 2.1915
C 0.6232 1.9785 1.8090
P 1.2194 1.8404 3.6383
O 0.5418 3.1595 4.3378
O 2.8017 2.3256 3.6372
C 1.2373 3.0960 0.8308
C 2.5636 3.8343 1.2138
N 2.4178 5.1823 1.7407
C 1.9732 5.3734 3.1047
O 0.2091 4.0223 0.6769
C -0.0148 4.9269 -0.4122
C 1.1555 5.6226 -1.0915
O 1.6452 2.3664 -0.3532
C 0.9582 1.0956 -0.5175
C 1.7912 0.1289 -1.4201
C 1.2932 -0.4600 -2.7529
C 0.6646 -1.8585 -2.6324
C 1.0333 -2.8056 -3.7343
F 0.2558 -3.9130 -3.6608
F 2.3122 -3.2416 -3.6146
C 0.8946 -2.2691 -5.1910
F 0.5829 -3.2613 -6.0350
F -0.0595 -1.3525 -5.2737
F 2.0305 -1.7306 -5.6126
P -0.5860 1.8266 -1.3980
O -1.3040 0.5915 -2.2120
I 0.5580 2.8967 -3.3352
C 0.9516 0.6347 1.0154
C 2.4920 0.3432 1.3508
C 2.8898 -0.6630 2.4469
C 0.2398 -0.7134 1.3197
Br -1.2573 -1.1923 0.0970
C -0.3089 -1.0342 2.7114
C -0.5060 -2.5456 2.9021
H -5.4673 4.1314 1.2231
H -3.7779 4.2451 0.6749
H -5.0132 3.5022 -0.3414
H -4.3695 1.4635 0.5551
H -5.1725 1.9699 2.0257
H -2.0665 1.1823 0.7025
H -2.0253 2.9523 0.5192
H -0.9002 3.2809 2.5804
H -1.1117 1.6267 3.0487
H 1.1570 3.8989 4.4385
H 3.2325 1.9223 4.4044
H 3.0807 3.9594 0.2628
H 3.1996 3.1946 1.8230
H 3.2916 5.6686 1.5916
H 2.5379 4.7790 3.8429
H 2.0958 6.4251 3.3694
H 0.9034 5.1553 3.1730
H -0.6663 5.6852 0.0284
H -0.6236 4.4288 -1.1688
H 1.9407 4.9279 -1.3840
H 0.7717 6.0599 -2.0175
H 1.5692 6.4100 -0.4703
H 2.0477 -0.7421 -0.8190
H 2.7386 0.6433 -1.5933
H 2.1841 -0.5382 -3.3847
H 0.6041 0.1683 -3.2973
H 0.9337 -2.3504 -1.6947
H -0.4231 -1.7780 -2.6403
H -2.2641 0.6692 -2.1267
H 3.0106 -0.0144 0.4729
H 2.9858 1.2837 1.5617
H 2.4142 -0.5082 3.4126
H 2.7126 -1.6992 2.1526
H 3.9687 -0.5689 2.5957
H 0.9297 -1.5035 1.0381
H -1.2739 -0.5348 2.8205
H 0.3728 -0.6679 3.4705
H 0.2276 -3.1227 2.3333
H -1.5055 -2.8646 2.6101
H -0.3670 -2.8155 3.9491
C -2.7019 1.1777 6.8179
C -1.2227 0.9062 7.0269
O -1.2000 -0.5110 7.2182
C -2.3046 -1.0435 6.6400
O -2.4973 -2.2031 6.4808
O -3.1593 -0.0585 6.2675
H -2.9039 1.9863 6.1201
H -3.2285 1.3585 7.7571
H -0.6311 1.1517 6.1421
H -0.8001 1.4028 7.8961
C -4.6704 7.7810 3.7648
C -4.1439 6.4773 4.3402
O -3.5670 5.8539 3.1912
C -3.2616 6.8112 2.2856
O -2.6261 6.6315 1.2975
O -3.7834 8.0016 2.6646
H -4.6175 8.6215 4.4509
H -5.6871 7.6844 3.3805
H -3.3596 6.6380 5.0821
H -4.9142 5.8337 4.7560
C 0.4458 -3.7799 -9.7168
C 1.2427 -4.9751 -9.2276
O 2.1539 -5.1951 -10.3044
C 2.2968 -4.0336 -10.9928
O 3.1044 -3.8442 -11.8404
O 1.3857 -3.1239 -10.5701
H 0.1323 -3.1115 -8.9195
H -0.4229 -4.0726 -10.3088
H 1.8140 -4.7455 -8.3252
H 0.6411 -5.8648 -9.0609
C -0.6110 -6.7483 0.7892
C -1.7216 -7.5051 1.4978
O -1.4208 -7.2613 2.8733
C -0.6932 -6.1219 2.9649
O -0.4320 -5.5615 3.9770
O -0.3062 -5.7152 1.7293
H -0.9103 -6.3039 -0.1560
H 0.2793 -7.3619 0.6416
H -2.7086 -7.0951 1.2773
H -1.7185 -8.5745 1.3072
C 3.6373 -6.3840 -5.7202
C 2.2473 -6.4625 -5.1133
O 2.1178 -7.8600 -4.8385
C 3.3580 -8.3936 -4.7173
O 3.5884 -9.4900 -4.3255
O 4.2943 -7.4953 -5.1054
H 4.1690 -5.4661 -5.4854
H 3.6302 -6.5370 -6.8013
H 2.1724 -5.9098 -4.1760
H 1.4520 -6.1439 -5.7823
*
```

=====

No. 2
The following is a quantum chemistry calculation of 12 unconnected molecules or ions with the total composition C37H61F10N11O3PS, from OMol25.

## Properties
- LUMO: -0.140 Eh
- Frontier orbital gap: 8.54 eV
- F_max: 4.6 eV Å⁻¹

```
! wB97M-V def2-TZVPD RIJCOSX def2/J DEFGRID3
* xyz 1 1
C -0.3289 3.7753 0.6625
C 0.8458 4.6119 -0.0201
C 1.5541 3.9099 -1.2610
O 2.8294 3.3563 -0.7865
P 2.9430 1.6981 -0.9707
C 1.3451 0.7593 -0.6662
C 0.6065 0.4059 -2.0724
C -0.8866 -0.1131 -1.8759
C -0.9135 -1.3443 -0.8294
C -2.3280 -2.1086 -0.8801
F -2.1979 -2.9955 -1.9937
F -3.3938 -1.2633 -1.2256
C -2.5942 -3.0459 0.3732
F -1.3828 -3.7129 0.6518
F -3.4703 -4.0730 -0.0559
S -3.3832 -2.2588 1.8612
F -1.9551 -2.5455 2.7080
F -3.8889 -3.7821 2.3685
F -4.8423 -2.0328 1.1295
F -2.8336 -0.7423 1.5255
F -4.0523 -1.6465 3.2610
O 3.4784 1.2716 -2.5157
C 4.3882 0.1385 -2.4969
C 3.7392 -1.2328 -2.0227
O 4.7753 -2.2531 -1.9748
C 4.1502 -3.5192 -1.6483
C 3.9788 -3.7091 -0.0469
C 4.1511 1.1211 0.3927
C 3.6000 1.8272 1.7449
F 5.4652 1.6280 0.1956
H 0.1756 2.9457 1.2792
H -1.0931 3.3507 -0.0598
H -0.7981 4.4651 1.4482
H 1.6563 4.7367 0.7842
H 0.4984 5.6792 -0.2468
H 0.9033 3.1906 -1.8455
H 1.8257 4.7610 -1.9959
H 1.5256 -0.2617 -0.1758
H 0.5983 1.2979 -0.0052
H 0.5797 1.2818 -2.7890
H 1.1775 -0.4235 -2.6120
H -1.2956 -0.4972 -2.8685
H -1.5277 0.7622 -1.5452
H -0.0626 -2.0705 -1.0570
H -0.7149 -0.8791 0.1904
H 4.7145 -0.0239 -3.5830
H 5.3439 0.3013 -1.9099
H 3.2739 -1.2152 -0.9874
H 2.9669 -1.6145 -2.7659
H 3.0975 -3.6211 -2.0772
H 4.7366 -4.4130 -2.0365
H 4.5696 -4.6101 0.3360
H 2.8662 -3.8853 0.1686
H 4.3153 -2.7806 0.5081
H 4.0967 0.0074 0.5835
H 3.7187 1.1686 2.6545
H 2.4826 2.0214 1.5635
H 4.0838 2.8475 1.8316
C -6.8076 0.5498 2.0482
C -7.0016 1.9701 1.6287
N -7.1461 3.0825 1.3026
H -7.3565 -0.1137 1.3787
H -5.7482 0.2950 2.0126
H -7.1738 0.4103 3.0660
C -3.4974 -2.7465 6.3479
C -2.9039 -1.8564 7.3884
N -2.4223 -1.1497 8.1840
H -3.6668 -3.7424 6.7591
H -4.4475 -2.3356 6.0048
H -2.8146 -2.8203 5.5005
C -5.4643 4.6567 -1.4967
C -3.9838 4.4736 -1.5706
N -2.8255 4.3273 -1.6287
H -5.8267 4.3509 -0.5139
H -5.7188 5.7046 -1.6598
H -5.9508 4.0490 -2.2604
C 7.0881 -5.1810 2.9351
C 6.4857 -3.8794 2.5162
N 6.0140 -2.8619 2.1884
H 6.7136 -5.9841 2.2992
H 8.1739 -5.1320 2.8459
H 6.8244 -5.3942 3.9715
C 3.3231 2.2083 -6.0443
C 2.2177 1.3218 -5.5748
N 1.3515 0.6262 -5.2117
H 3.9292 2.5273 -5.1943
H 3.9553 1.6698 -6.7512
H 2.9088 3.0869 -6.5373
C -0.6910 -6.2829 2.6654
C 0.7924 -6.4399 2.5715
N 1.9527 -6.5611 2.4982
H -1.0362 -6.5964 3.6514
H -0.9629 -5.2389 2.5081
H -1.1777 -6.8963 1.9061
C -1.3141 1.7563 6.6468
C -1.0105 1.6041 5.1896
N -0.7703 1.4747 4.0514
H -1.6889 0.8101 7.0390
H -0.4098 2.0358 7.1884
H -2.0695 2.5296 6.7918
C -6.0925 -5.6506 1.6116
C -7.1922 -6.5474 2.0808
N -8.0518 -7.2483 2.4482
H -5.4941 -5.3243 2.4607
H -5.4522 -6.1853 0.9089
H -6.5138 -4.7757 1.1150
C 2.3313 -0.7236 -9.2431
C 2.9496 0.6256 -9.4200
N 3.4326 1.6818 -9.5587
H 2.8541 -1.2705 -8.4576
H 1.2821 -0.6164 -8.9652
H 2.3981 -1.2864 -10.1748
C 2.4512 5.7776 -5.4962
C 1.4818 5.8261 -4.3607
N 0.7194 5.8693 -3.4750
H 3.1918 4.9988 -5.3171
H 1.9225 5.5617 -6.4258
H 2.9595 6.7378 -5.5900
C -2.4730 5.4168 3.9615
C -1.1458 5.9554 3.5353
N -0.1078 6.3760 3.2002
H -3.2594 5.8176 3.3209
H -2.4720 4.3283 3.8859
H -2.6758 5.7022 4.9944
*
```

=====

No. 3
The following is a quantum chemistry calculation of 9 unconnected molecules or ions with the total composition C37H61N9, from OMol25.

## Properties
- LUMO: 0.011 Eh
- Energy relative to the best compared isomer or geometry (same formula, charge and spin): 0.0 kJ/mol
- SMILES: c1ccncc1.CCCC#N.CCCC#N.CCCC#N.CCCC#N.CCCC#N.CCCC#N.CCCC#N.CCCC#N
- Frontier orbital gap: 10.40 eV
- F_max: 3.5 eV Å⁻¹

```
! wB97M-V def2-TZVPD RIJCOSX def2/J DEFGRID3
* xyz 0 1
N -1.5401 -0.4577 -1.0272
C -0.9019 0.4036 -1.8596
C 0.4909 0.7241 -1.7351
C 1.1856 0.2808 -0.6141
C 0.5163 -0.5683 0.2641
C -0.8233 -0.9246 0.0222
H -1.4041 0.7361 -2.7546
H 1.0316 1.3415 -2.4291
H 2.2366 0.4334 -0.4760
H 0.9678 -1.0227 1.1435
H -1.3487 -1.5968 0.6810
C 1.3281 4.4166 -2.8986
C 0.1841 4.4854 -1.8799
C -1.1212 4.8926 -2.6046
C -1.5108 3.8402 -3.5737
N -1.7209 3.0177 -4.3289
H 1.6136 5.4068 -3.2299
H 1.0063 3.8220 -3.7481
H 2.2102 3.9263 -2.4460
H 0.3184 5.2129 -1.0694
H -0.0016 3.5151 -1.4182
H -0.9760 5.8530 -3.1120
H -1.9403 5.0242 -1.8885
C -3.2984 -1.9359 -4.6030
C -4.1759 -0.8840 -3.9257
C -3.9741 0.4511 -4.5812
C -4.3687 0.5069 -6.0040
N -4.6642 0.4401 -7.1125
H -2.2729 -1.5154 -4.5909
H -3.5997 -2.1074 -5.6339
H -3.2941 -2.8705 -4.0428
H -4.0040 -0.7418 -2.8536
H -5.2350 -1.1275 -4.0595
H -2.9542 0.8626 -4.4908
H -4.6374 1.1595 -4.0521
C -1.3235 1.8330 2.8878
C -1.4374 2.3524 1.4370
C -2.7605 1.9979 0.7671
C -3.9036 2.6671 1.4003
N -4.8570 3.1668 1.8149
H -1.5562 0.7699 2.9419
H -2.0575 2.3612 3.5026
H -0.3300 1.9889 3.3046
H -0.5745 2.0036 0.8534
H -1.4274 3.4486 1.4705
H -2.8827 0.9197 0.9000
H -2.8162 2.1947 -0.3049
C -0.7531 -4.5875 -1.0368
C 0.2470 -5.5517 -0.3984
C 1.2697 -4.8043 0.4931
C 0.6053 -4.1007 1.5971
N 0.0991 -3.5631 2.4625
H -0.4177 -3.9035 -1.8376
H -1.2310 -3.9800 -0.2504
H -1.5975 -5.1287 -1.4830
H 0.8763 -6.1168 -1.0925
H -0.2900 -6.2838 0.1995
H 1.8279 -4.0917 -0.1155
H 1.9909 -5.5309 0.8923
C 2.9774 2.9419 2.0059
C 2.8426 3.5595 0.6404
C 3.8848 4.6560 0.4163
C 3.6449 5.8338 1.2817
N 3.4277 6.7024 1.9872
H 3.8749 2.3338 2.1387
H 2.1012 2.3478 2.2818
H 2.9953 3.7486 2.7426
H 1.8371 3.9318 0.4449
H 3.0589 2.8145 -0.1399
H 3.8080 5.0469 -0.5937
H 4.8784 4.2280 0.5669
C -4.2105 -3.0131 -0.9136
C -4.2029 -3.4017 0.5880
C -4.7877 -4.7612 0.9077
C -3.9888 -5.8600 0.3689
N -3.3104 -6.6699 -0.0832
H -3.5236 -3.6160 -1.4766
H -3.9165 -1.9623 -0.9731
H -5.2475 -3.0980 -1.2533
H -4.7938 -2.7249 1.2008
H -3.2300 -3.4100 1.0449
H -5.7729 -4.8037 0.4739
H -4.9360 -4.9054 1.9872
C 4.7714 -0.5540 -1.3986
C 5.3530 0.0194 -0.1023
C 6.5994 0.7940 -0.3677
C 6.3795 1.9889 -1.1540
N 6.0949 2.9148 -1.8148
H 5.4911 -1.2495 -1.8492
H 4.5508 0.2526 -2.1100
H 3.8438 -1.0985 -1.2050
H 5.6096 -0.8097 0.5562
H 4.7126 0.6713 0.5021
H 7.2546 0.1691 -0.9889
H 7.1357 1.0832 0.5329
C 0.9221 -2.7717 6.2207
C 0.4651 -1.3398 6.1996
C 1.6966 -0.3712 5.8887
C 2.2590 -0.5467 4.5456
N 2.6797 -0.7102 3.4776
H 1.5951 -2.9368 7.0573
H 1.3469 -3.1037 5.2737
H 0.0575 -3.4076 6.4251
H 0.0621 -0.9697 7.1482
H -0.2675 -1.0748 5.4485
H 2.4697 -0.6188 6.6219
H 1.4848 0.6891 5.9753
*
```

=====

No. 4
The following is a quantum chemistry calculation of 5 unconnected molecules or ions with the total composition C37H61NO11S4, from OMol25.

## Properties
- LUMO: -0.013 Eh
- SMILES: CCCCCCCCc1cc(N)cc2c1C(=O)C(CCCO)=CC2=O.O=S1(=O)CCCC1.O=S1(=O)CCCC1.O=S1(=O)CCCC1.O=S1(=O)CCCC1
- Frontier orbital gap: 7.85 eV
- F_max: 1.7 eV Å⁻¹

```
! wB97M-V def2-TZVPD RIJCOSX def2/J DEFGRID3
* xyz 0 1
C -1.2532 3.2541 -2.4758
C -2.6429 3.7641 -2.9278
C -3.5897 2.6352 -3.3764
C -3.7460 1.5959 -2.2333
C -5.1837 1.0557 -2.0470
C -5.4267 -0.3956 -2.5359
C -5.2974 -1.4604 -1.4014
C -4.0463 -1.3314 -0.4863
C -4.3257 -0.7523 0.8896
C -5.5601 -0.3147 1.2999
C -5.7851 0.2054 2.5486
N -7.0647 0.6058 2.9595
C -4.7507 0.3500 3.4519
C -3.5166 -0.0758 3.0581
C -3.3045 -0.6335 1.8162
C -1.9143 -1.1089 1.5219
O -1.7220 -2.0465 0.7614
C -0.7607 -0.4527 2.2190
C 0.6696 -0.4110 1.6892
C 0.8899 -0.7642 0.1825
C 1.6125 -2.1171 0.0262
O 0.7093 -3.2096 -0.2074
C -1.0118 0.0944 3.4095
C -2.3604 0.0758 4.0257
O -2.5608 0.2122 5.2223
H -0.9877 3.6522 -1.4931
H -0.4771 3.5613 -3.1812
H -1.1810 2.1666 -2.3987
H -3.1133 4.2518 -2.0672
H -2.4933 4.4714 -3.7473
H -4.5409 3.0048 -3.7676
H -3.0796 2.1243 -4.2046
H -3.4642 2.0987 -1.2983
H -3.0346 0.8015 -2.4190
H -5.8353 1.7247 -2.6227
H -5.5254 1.1434 -1.0114
H -6.4506 -0.4681 -2.9277
H -4.7816 -0.6732 -3.3584
H -6.2325 -1.5448 -0.8489
H -5.1812 -2.4161 -1.9259
H -3.6587 -2.3372 -0.3264
H -3.2233 -0.7674 -0.9177
H -6.4308 -0.3565 0.6558
H -7.0311 1.4123 3.5644
H -7.6966 0.7368 2.1822
H -4.8796 0.7522 4.4497
H 1.0198 0.6170 1.8346
H 1.2528 -1.0316 2.3769
H 1.5919 -0.0189 -0.2050
H -0.0289 -0.7393 -0.3999
H 2.1694 -2.3757 0.9311
H 2.3410 -2.1136 -0.7759
H 0.2815 -3.4123 0.6284
H -0.2055 0.5542 3.9770
C 6.8633 0.6203 -2.3512
C 6.5297 1.5453 -1.1738
C 5.0354 1.3862 -0.8746
S 4.5946 -0.2759 -1.3903
O 3.6709 -0.1894 -2.4942
O 4.3061 -1.0813 -0.2282
C 6.2065 -0.7186 -2.0285
H 7.9385 0.5132 -2.4903
H 6.4427 1.0303 -3.2722
H 7.1145 1.2454 -0.3000
H 6.7777 2.5797 -1.3919
H 4.8196 1.4978 0.1850
H 4.4359 2.0861 -1.4498
H 6.0923 -1.3672 -2.8944
H 6.7429 -1.2409 -1.2365
C -0.8344 -4.8119 5.2249
C -0.0636 -4.0167 6.2864
C 1.3800 -3.8654 5.7893
S 1.2973 -3.9083 3.9957
O 1.9770 -5.0869 3.5282
O 1.6023 -2.5981 3.4698
C -0.4668 -4.1817 3.8857
H -1.9092 -4.7813 5.3976
H -0.5187 -5.8577 5.2441
H -0.5186 -3.0305 6.4023
H -0.0935 -4.5067 7.2588
H 1.8219 -2.9226 6.1027
H 2.0073 -4.6942 6.1126
H -0.6853 -4.8190 3.0312
H -0.9460 -3.2091 3.7618
C -1.9236 -3.1869 -6.1738
C -0.9500 -3.6260 -5.0715
C -0.6257 -2.3894 -4.2246
S -2.0562 -1.3122 -4.3475
O -1.6727 -0.1045 -5.0343
O -2.7366 -1.2718 -3.0745
C -2.9856 -2.3417 -5.4778
H -2.3666 -4.0398 -6.6867
H -1.3945 -2.5843 -6.9157
H -1.4261 -4.3851 -4.4472
H -0.0433 -4.0651 -5.4850
H -0.4588 -2.6418 -3.1788
H 0.2333 -1.8470 -4.6156
H -3.5573 -1.7144 -6.1585
H -3.6579 -2.9621 -4.8846
C 6.1100 5.1014 2.9488
C 5.3888 6.3361 2.3930
C 5.6827 6.4017 0.8888
S 5.9649 4.7089 0.3605
O 7.3368 4.5807 -0.0623
O 4.8692 4.2799 -0.4698
C 5.7973 3.9657 1.9796
H 5.7839 4.8629 3.9602
H 7.1868 5.2832 2.9753
H 4.3138 6.2321 2.5539
H 5.7072 7.2491 2.8941
H 4.8476 6.8139 0.3279
H 6.5869 6.9706 0.6799
H 6.4782 3.1215 2.0677
H 4.7654 3.6299 2.0846
*
```